*w*
DFT (ωB97M-V with the def2-TZVPD basis set) results for 2 unconnected molecules or ions with the total composition C7H14O.

The geometry in XYZ format:
```
22
Properties=species:S:1:pos:R:3
C 2.93 1.43 -0.43
C 1.50 1.80 0.03
C 0.75 0.53 0.14
C 0.34 0.00 1.29
C -0.51 -1.20 1.23
C -1.67 -1.43 0.54
C -2.25 -2.82 0.62
H 3.03 0.42 -0.40
H 3.04 1.67 -1.53
H 3.67 2.02 0.07
H 1.01 2.39 -0.81
H 1.48 2.33 0.91
H 0.61 0.13 -0.87
H 0.77 0.35 2.22
H -0.05 -2.02 1.78
H -2.16 -0.60 0.05
H -2.05 -3.27 1.62
H -1.66 -3.44 -0.17
H -3.21 -2.85 0.36
H -1.80 0.99 -2.80
H -2.22 2.14 -1.86
O -1.56 1.43 -1.97
```

Calculated values
LUMO (spin up / spin down) = 3.591 / 3.524 eV
Net charge = -1
HOMO (spin up / spin down) = 1.01 / -5.34 eV
HOMO-LUMO gap (spin up / spin down) = 0.0949 / 0.3257 Eh
M = 114.2 g mol⁻¹
⟨S²⟩ = 0.751
2S+1 = 2

=====

*x*
DFT (ωB97M-V with the def2-TZVPD basis set) results for 2 unconnected molecules or ions with the total composition C7H14O.

The geometry in XYZ format:
```
22
Properties=species:S:1:pos:R:3
C 0.81 2.36 1.92
O 1.20 1.35 2.86
C -0.09 1.74 0.91
C -1.38 2.10 0.69
H 1.76 2.78 1.36
H 0.34 3.17 2.40
H 1.94 1.71 3.37
H 0.36 0.91 0.38
H -2.03 1.71 -0.04
H -1.91 2.84 1.29
C -1.27 -1.89 -2.45
C 0.02 -1.32 -1.83
C 0.13 -1.62 -0.34
C 1.28 -2.00 0.30
H -2.19 -1.53 -1.94
H -1.34 -1.53 -3.50
H -1.29 -3.00 -2.39
H 0.01 -0.27 -1.99
H 0.97 -1.66 -2.31
H -0.82 -1.59 0.21
H 1.26 -2.27 1.36
H 2.25 -1.99 -0.27
```

Calculated values
LUMO (spin up / spin down) = 3.661 / 3.263 eV
Net charge = -1
HOMO (spin up / spin down) = 1.19 / -5.67 eV
HOMO-LUMO gap (spin up / spin down) = 0.0910 / 0.3284 Eh
M = 114.2 g mol⁻¹
⟨S²⟩ = 0.751
2S+1 = 2

=====

Stability, highest: *w*